Molecular formula: C2H5N3O3
Method: DFT, ωB97M-V with the def2-TZVPD basis set

Structure (ORCA input):
```
! RIJCOSX wB97M-V def2-TZVPD def2/J DEFGRID3
* xyz 0 1
O -1.380 -1.858 0.151
C -1.052 -0.714 -0.056
N -2.069 0.183 -0.159
O -1.764 1.527 0.171
N 0.197 -0.242 -0.297
C 1.351 -1.008 -0.090
N 2.518 -0.485 0.094
O 2.538 0.890 -0.036
H -2.858 -0.142 0.466
H -2.168 1.946 -0.581
H 0.337 0.765 -0.120
H 1.171 -2.149 -0.137
H 3.180 1.288 0.594
*
```

Its SMILES is O=C(NO)N/C=N\O. Its HOMO energy is -9.4 eV. The lowest unoccupied orbital energy comes out at 0.60 eV. For the energy above the lowest of the compared OMol25 structures with the same formula, charge and spin, the calculation gives 248.1 kJ/mol.

Molecular formula: C2H6N2S
Method: DFT, ωB97M-V with the def2-TZVPD basis set

Structure (ORCA input):
```
! RIJCOSX wB97M-V def2-TZVPD def2/J DEFGRID3
* xyz 0 1
H 0.076 0.590 2.354
N 1.000 0.153 1.984
C 0.728 -0.087 0.667
C 1.621 -0.925 -0.190
N -0.427 0.568 0.232
S -1.332 0.278 -1.198
H 2.272 -0.177 -0.847
H 0.914 -1.463 -0.945
H 2.281 -1.835 0.313
H -1.016 0.826 1.018
H -1.312 -1.372 -1.102
*
```

Its SMILES is [H]/N=C(/C)NS. Its HOMO energy is -8.9 eV. The lowest unoccupied orbital energy comes out at 0.13 eV. For the energy above the lowest of the compared OMol25 structures with the same formula, charge and spin, the calculation gives 257.4 kJ/mol.

Molecular formula: C43H46Cl5CrN2O7S2
Method: DFT, ωB97M-V with the def2-TZVPD basis set

Structure (ORCA input):
```
! RIJCOSX wB97M-V def2-TZVPD def2/J DEFGRID3
* xyz 0 4
Cr -0.104 1.304 -0.557
C 1.731 -4.662 -0.510
C 2.649 -3.521 -0.102
C 4.012 -4.012 0.340
O 2.819 -2.593 -1.168
C 2.055 -1.422 -0.924
C 1.354 -1.687 0.413
O 2.062 -2.785 0.959
C 1.365 -0.511 1.439
O 0.428 0.459 1.027
C 2.776 0.070 1.561
C 3.033 1.393 1.243
C 4.316 1.921 1.324
C 5.371 1.126 1.734
C 5.124 -0.197 2.081
C 3.843 -0.718 2.003
C 0.900 -1.043 2.809
C 1.435 -0.583 4.007
C 0.956 -1.040 5.229
C -0.054 -1.987 5.277
C -0.582 -2.469 4.088
C -0.116 -1.993 2.874
C 1.082 -1.085 -2.084
O 0.175 -0.149 -1.606
C 1.822 -0.485 -3.278
C 1.047 0.124 -4.265
C 1.645 0.713 -5.364
C 3.029 0.696 -5.499
C 3.803 0.089 -4.524
C 3.203 -0.498 -3.415
C 0.304 -2.323 -2.532
C -1.004 -2.523 -2.105
C -1.701 -3.666 -2.479
C -1.102 -4.613 -3.295
C 0.194 -4.404 -3.748
C 0.891 -3.267 -3.370
H 2.116 -5.153 -1.404
H 0.729 -4.290 -0.727
H 1.673 -5.388 0.301
H 4.464 -4.607 -0.454
H 3.913 -4.632 1.231
H 4.655 -3.161 0.555
H 2.736 -0.572 -0.817
H 0.310 -1.957 0.228
H 2.226 2.024 0.918
H 4.481 2.958 1.057
H 6.374 1.529 1.792
H 5.936 -0.828 2.422
H 3.662 -1.740 2.300
H 2.232 0.149 3.996
H 1.388 -0.661 6.146
H -0.414 -2.358 6.227
H -1.348 -3.236 4.115
H -0.508 -2.403 1.954
H -0.029 0.153 -4.144
H 1.032 1.191 -6.118
H 3.498 1.156 -6.359
H 4.881 0.071 -4.620
H 3.826 -0.983 -2.674
H -1.483 -1.758 -1.508
H -2.723 -3.805 -2.146
H -1.647 -5.500 -3.592
H 0.663 -5.129 -4.400
H 1.900 -3.107 -3.726
Cl -0.858 4.700 -2.445
C -2.548 4.354 -2.306
C -3.406 5.441 -2.345
C -4.774 5.241 -2.382
C -5.261 3.947 -2.434
C -4.381 2.878 -2.379
Cl -5.075 1.297 -2.584
C -2.989 3.022 -2.239
S -1.941 1.607 -2.143
H -2.984 6.436 -2.370
H -5.451 6.083 -2.418
H -6.319 3.751 -2.533
Cl 1.839 4.661 1.994
C 0.932 4.948 0.484
Cl -0.429 6.022 0.824
Cl 2.005 5.660 -0.706
C 0.414 3.563 0.038
O 1.085 2.881 -0.782
O -0.613 3.094 0.569
C -3.026 3.252 2.921
S -1.986 1.846 2.586
C -0.561 2.325 3.542
O -2.630 0.737 3.484
H -3.122 3.402 3.994
H -3.987 3.035 2.465
H -2.563 4.111 2.435
H -0.362 3.381 3.367
H 0.267 1.724 3.177
H -0.771 2.126 4.592
N -3.276 -1.338 2.159
C -4.622 -1.271 1.561
C -4.596 -0.384 0.331
N -4.227 0.994 0.663
H -3.203 -2.098 2.826
H -2.941 -0.120 2.874
H -2.586 -1.512 1.434
H -5.301 -0.856 2.309
H -4.988 -2.264 1.287
H -5.563 -0.446 -0.173
H -3.862 -0.780 -0.381
H -5.050 1.583 0.623
H -3.597 1.341 -0.057
*
```

Its HOMO energy (spin up / spin down) is -7.6 / -7.8 eV. The lowest unoccupied orbital energy (spin up / spin down) comes out at 0.12 / 0.17 eV. For the energy above the lowest of the compared OMol25 structures with the same formula, charge and spin, the calculation gives 0.0 kJ/mol.

Molecular formula: C6H10O
Method: DFT, ωB97M-V with the def2-TZVPD basis set

Structure (ORCA input):
```
! RIJCOSX wB97M-V def2-TZVPD def2/J DEFGRID3
* xyz 0 1
C 0.219 1.182 1.859
C 0.436 1.770 0.474
C 0.372 0.826 -0.444
C 0.363 -0.468 -0.737
C 1.614 -1.296 -0.823
O -0.737 -1.220 -1.021
C -1.987 -0.574 -0.893
H 0.712 0.220 1.771
H 0.517 1.635 2.810
H -0.832 0.892 1.969
H 0.479 2.817 0.165
H 1.493 -2.231 -0.263
H 2.458 -0.746 -0.403
H 1.837 -1.558 -1.861
H -1.998 0.350 -1.482
H -2.738 -1.269 -1.274
H -2.208 -0.331 0.154
*
```

Its SMILES is CC=C=C(C)OC. Its HOMO energy is -8.5 eV. The lowest unoccupied orbital energy comes out at 1.02 eV. For the energy above the lowest of the compared OMol25 structures with the same formula, charge and spin, the calculation gives 215.6 kJ/mol.

Molecular formula: C2H8NO
Method: DFT, ωB97M-V with the def2-TZVPD basis set

Structure (ORCA input):
```
! RIJCOSX wB97M-V def2-TZVPD def2/J DEFGRID3
* xyz 0 2
O -1.614 -1.849 -0.956
H -0.094 -0.639 0.329
H -1.220 -2.703 -0.842
H -1.690 -1.725 -1.892
C 1.283 0.714 -0.391
C -0.340 0.988 1.490
N 0.391 0.194 0.649
H 2.291 0.800 0.005
H 0.879 1.677 -0.710
H 1.256 0.037 -1.240
H -1.142 0.496 1.993
H 0.001 2.010 1.565
*
```

Its HOMO energy (spin up / spin down) is -5.7 / -9.8 eV. The lowest unoccupied orbital energy (spin up / spin down) comes out at 0.67 / 0.66 eV. For the energy above the lowest of the compared OMol25 structures with the same formula, charge and spin, the calculation gives 42.5 kJ/mol.

Molecular formula: C12H22NO3PS
Method: DFT, ωB97M-V with the def2-TZVPD basis set

Structure (ORCA input):
```
! RIJCOSX wB97M-V def2-TZVPD def2/J DEFGRID3
* xyz 0 1
C 4.123 -0.864 0.920
C 4.241 0.660 0.711
O 3.356 1.359 1.582
C 2.073 1.587 1.035
C 0.952 1.262 2.014
C -0.399 1.692 1.398
C -1.605 0.872 1.879
C -1.855 -0.495 1.215
C -1.552 -0.588 -0.280
P 0.175 -1.223 -0.613
O 0.901 -1.638 0.610
C -2.097 0.488 -1.226
C -3.092 -0.178 -2.211
C -2.958 -1.670 -1.891
N -2.364 -2.549 -2.959
C -1.564 -2.062 -3.722
S -0.691 -1.430 -4.865
O -2.337 -1.785 -0.672
H 3.453 -1.041 1.759
H 5.096 -1.265 1.208
H 3.744 -1.394 0.049
H 4.057 0.927 -0.334
H 5.244 1.010 0.955
H 1.989 2.664 0.819
H 1.922 1.072 0.080
H 0.970 0.224 2.345
H 1.133 1.877 2.900
H -0.572 2.720 1.727
H -0.296 1.744 0.308
H -2.507 1.487 1.862
H -1.418 0.676 2.939
H -2.926 -0.696 1.291
H -1.357 -1.320 1.721
H 0.862 -0.280 -1.420
H -0.015 -2.345 -1.445
H -1.243 0.733 -1.881
H -2.396 1.451 -0.824
H -4.071 0.206 -1.914
H -2.989 0.146 -3.244
H -3.984 -2.036 -1.825
*
```

Its SMILES is CCOCCCCC[C@]1([PH2]=O)CC[C@@H](N=C=S)O1. Its HOMO energy is -9.3 eV. The lowest unoccupied orbital energy comes out at 0.19 eV.